No. 1
ORCA calculation (the ωB97M-V functional and the def2-TZVPD basis) on an isolated molecule of C16H28BN.

The calculation puts the LUMO energy at 0.761 eV. As for the structure (SMILES): C1C[C@H]2CCC[C@@H](C1)B2N1[C@H]2CCC[C@@H]1CCC2. As for the relative energy (zero: lowest compared OMol25 entry of this formula, charge and spin): 35.41 kJ/mol.

Each line ends with the Mulliken charge.
Geometry (Å):
H (-1.58311, 2.72590, -0.44589)  0.38
H (0.42725, 2.15543, 0.66165)  0.52
C (0.93019, -0.10773, -2.88541)  -1.16
H (-1.67818, -1.40567, 0.21537)  0.65
H (0.87451, 1.68865, -1.68761)  0.73
H (1.56329, -2.71298, -2.07290)  0.51
H (1.83479, -0.52159, -3.33156)  0.43
H (-0.91575, -0.85264, -2.06461)  -0.08
H (-1.17941, 1.96104, 3.09241)  0.42
C (-1.73959, -0.43028, 0.72728)  -0.05
H (4.41799, -0.68653, -0.71686)  0.47
C (-1.72422, 2.48534, 0.60594)  -1.18
H (-3.87920, -0.23377, 0.44133)  0.41
H (2.68577, -1.14855, 1.01657)  0.32
H (2.99405, -2.60530, 0.09958)  0.40
H (3.42099, -1.28503, -1.95610)  0.28
H (-2.93649, 0.35498, -0.86544)  0.33
H (0.47353, -2.09844, 0.56696)  0.59
H (0.55643, 1.91140, 2.93012)  0.31
H (0.03896, -3.19047, -1.45261)  0.35
C (-0.49352, 1.66282, 1.03455)  0.06
C (-3.04408, 1.73169, 0.80885)  -0.56
C (-0.00845, -1.25691, -2.53457)  -0.36
C (0.65246, -2.31839, -1.60126)  -1.26
H (2.79810, 1.14757, -0.21451)  0.32
C (2.54984, -1.59830, 0.03907)  -1.28
H (-3.89959, 2.23226, 0.30613)  0.46
N (-0.52965, 0.35285, 0.33410)  0.15
C (-2.96190, 0.32332, 0.23626)  -1.23
H (3.34620, 1.17539, -1.90631)  0.48
C (-0.46470, -0.08016, 2.88047)  -0.31
C (1.24212, 0.67566, -1.61697)  0.44
H (-0.34901, -1.69375, -3.47428)  0.59
C (-0.36745, 1.43015, 2.55427)  -1.04
H (-0.42330, -0.28634, 3.97632)  0.52
B (0.56284, -0.18157, -0.42083)  -0.95
C (3.34735, -0.76527, -0.98202)  -0.59
C (-1.73070, -0.70320, 2.25051)  -1.09
C (1.05737, -1.70921, -0.27620)  0.51
H (0.53355, 0.56685, -3.67866)  0.34
H (-3.32553, 1.68313, 1.86365)  0.28
H (0.43316, -0.56545, 2.47476)  -0.08
H (-1.84555, -1.77309, 2.46045)  0.30
H (-2.58329, -0.16646, 2.68281)  0.47
C (2.73173, 0.65570, -1.18422)  -1.21
H (-1.80981, 3.45691, 1.10942)  0.40

=====

No. 2
ORCA calculation (the ωB97M-V functional and the def2-TZVPD basis) on a structure of composition C36H43AsBrN3O2S2Sb2Y.

The calculation puts the LUMO energy at -2.897 eV. Its total charge is +1. As for the relative energy (zero: lowest compared OMol25 entry of this formula, charge and spin): 0.00 kJ/mol.

Each line ends with the Mulliken charge.
Geometry (Å):
C (-1.00057, -0.80780, -3.23447)  0.52
H (-5.45353, 1.38661, -2.22877)  0.42
C (4.01767, 1.55872, -4.28113)  -1.19
N (-0.03030, 2.69546, 2.68706)  0.29
C (1.84026, 4.02769, -0.60590)  -0.22
H (1.18296, 4.30395, 0.21182)  0.57
H (-3.23870, 1.76675, 1.34623)  0.09
Sb (-0.79410, -0.95260, 2.28224)  0.27
H (3.07566, 5.78339, -0.43263)  0.44
C (-2.80656, -1.82517, -1.99131)  -0.72
H (-0.86024, -1.44427, -5.28988)  0.51
H (-3.34895, -1.93281, -1.05962)  0.41
C (1.13788, 3.35308, 5.07455)  -0.40
C (2.02472, 1.30020, -2.93164)  -0.32
H (2.54378, -5.38211, 0.60678)  0.39
C (-1.60020, 0.04951, 4.00382)  -1.39
H (-5.62899, 3.78735, -0.43432)  0.39
H (-3.87410, 0.71674, -2.72105)  0.10
H (4.57059, -2.13743, -0.93769)  0.55
C (-1.72449, -0.92011, -2.02086)  0.18
H (-0.79485, 0.57034, 4.52364)  0.37
O (-1.44911, -0.21084, -0.96437)  1.01
H (0.52442, 0.05140, -4.44262)  0.56
C (1.82126, 2.61321, 4.14450)  -0.81
H (-0.68815, -6.59242, 3.12422)  0.43
H (1.91203, -4.07580, -1.53454)  0.51
H (0.91506, -2.92164, -2.45135)  0.48
Br (-2.99078, -3.40208, -5.82123)  -0.18
C (2.91538, 4.85575, -0.96275)  -1.12
C (1.73785, -3.83844, 1.85211)  0.79
H (4.20555, -0.44020, -1.30999)  0.31
H (2.82924, 2.27033, 4.32564)  0.50
C (0.61965, -2.15849, 3.40520)  -1.44
H (4.61365, 5.04339, -2.24505)  0.46
C (0.16671, 0.00978, -3.41093)  -1.23
C (-1.40874, -1.55044, -4.36149)  -0.76
C (0.92189, -6.12675, 1.77916)  -0.76
H (-2.04908, -0.67455, 4.68260)  0.54
C (-3.17160, -2.55807, -3.09609)  -0.44
N (0.83979, 0.64372, -2.51162)  1.16
H (-4.40098, 2.29303, -3.35059)  0.39
H (-0.73852, 4.36546, 5.49266)  0.45
C (3.83279, -1.46154, -1.36770)  -1.38
C (-0.01711, -5.82770, 2.75611)  -0.75
As (-3.54715, 2.49713, -1.01866)  1.04
H (-2.09265, -3.11182, 1.29000)  0.37
C (4.32626, 2.74056, -3.67452)  -0.89
H (-4.81204, 1.19508, 0.70316)  0.60
S (-1.58356, 3.07014, -1.51999)  -0.58
C (-4.58857, 4.05911, -0.60453)  -1.11
S (2.07000, 1.34052, 1.72985)  -0.41
H (0.22958, -2.21023, 4.42176)  0.77
C (1.78915, -5.13963, 1.34666)  -0.56
C (-3.75138, 1.32512, 0.49369)  -0.46
Y (0.06569, 1.17119, -0.23495)  0.06
C (1.17841, -3.27514, -1.45446)  -1.38
Sb (1.96794, -1.64812, -0.31202)  0.31
H (-2.35366, 0.77738, 3.70299)  0.34
H (-4.16944, 4.51981, 0.28766)  0.34
H (3.68217, -1.72495, -2.41429)  0.38
C (2.86563, 0.83656, -3.91029)  -0.17
H (2.66000, -0.10842, -4.39708)  0.52
C (-0.07717, -4.54482, 3.26952)  -0.49
C (-2.35911, -2.40216, 2.07280)  -1.47
H (1.54981, -1.59226, 3.42388)  0.46
H (0.28157, -3.65835, -0.96882)  0.32
H (5.20107, 3.30572, -3.96908)  0.44
C (3.75456, 4.44884, -1.95960)  -0.76
C (-0.71509, 3.43016, 3.59484)  -0.48
C (1.24149, 2.26563, 2.91014)  0.32
O (-0.67388, 2.37490, 1.56827)  -0.12
H (-3.29185, 0.37012, 0.24213)  -0.23
H (-4.51491, 4.75548, -1.43681)  0.39
H (-2.53498, -2.94360, 3.00002)  0.51
H (1.60476, 3.60621, 6.01667)  0.41
H (-1.70971, 3.70370, 3.27867)  0.48
C (2.36825, 2.49665, -2.24283)  0.33
N (1.57329, 2.89344, -1.20978)  0.76
H (0.99082, -7.12653, 1.37138)  0.42
C (3.50273, 3.23461, -2.63618)  0.69
C (-0.16443, 3.77697, 4.79321)  -0.68
C (-2.47007, -2.40969, -4.29620)  -0.56
H (-4.00380, -3.24744, -3.04420)  0.48
H (-0.79670, -4.31714, 4.04802)  0.43
H (3.60097, -3.34364, 0.93562)  0.72
H (-3.27439, -1.88277, 1.78476)  0.49
H (4.65837, 1.16297, -5.05747)  0.42
C (-4.42395, 1.62663, -2.49094)  -0.90
C (2.72566, -2.83353, 1.33715)  -1.74
H (3.06504, -2.13776, 2.10332)  0.59
C (0.77613, -3.53124, 2.82781)  0.62

=====

No. 3
ORCA calculation (the ωB97M-V functional and the def2-TZVPD basis) on a cluster of 2 separate species, C9H14 in total.

The calculation puts the LUMO energy at 1.022 eV. As for the structure (SMILES): Cc1ccccc1.CC. As for the relative energy (zero: lowest compared OMol25 entry of this formula, charge and spin): 49.72 kJ/mol.

Each line ends with the Mulliken charge.
Geometry (Å):
H (2.17833, 2.80153, 0.22954)  0.26
H (1.46428, -3.04178, -0.49959)  0.33
H (1.57341, 1.91578, -2.10575)  0.33
H (0.47193, 3.26720, 0.50108)  0.28
C (0.83917, 2.13585, -1.32783)  -0.49
C (-0.91213, -1.80708, -0.61771)  -0.40
H (-1.43179, 0.49043, 2.37367)  0.35
H (1.70862, -2.85515, 1.27659)  0.38
H (-2.25284, -0.52042, -1.68990)  0.41
H (-2.65972, 0.91930, 0.16858)  0.36
H (0.64676, -3.99486, 0.77944)  0.30
H (0.32734, 1.25978, -0.92078)  -0.04
C (-1.90310, 0.15604, 0.31895)  -0.51
C (1.24614, 3.10390, -0.24632)  -0.90
C (0.98904, -3.00091, 0.47412)  -1.45
C (-1.72481, -0.71643, -0.76735)  -0.44
C (-1.23032, -0.09725, 1.48022)  -0.47
H (-0.84844, -2.58103, -1.38275)  0.34
H (0.33995, -1.17608, 2.44951)  0.36
H (0.00881, 2.55083, -1.91968)  0.26
C (-0.22329, -1.04589, 1.53288)  -0.43
C (-0.03082, -1.89841, 0.46833)  0.84
H (1.42346, 4.13466, -0.57525)  0.32

=====

No. 4
ORCA calculation (the ωB97M-V functional and the def2-TZVPD basis) on a structure of composition C43H38MnN5P2.

The calculation puts the LUMO energy (spin up / spin down) at -7.878 / -10.597 eV. Its total charge is +3. As for the relative energy (zero: lowest compared OMol25 entry of this formula, charge and spin): 47.40 kJ/mol. The spin multiplicity is 4.

Each line ends with the Mulliken charge.
Geometry (Å):
H (-2.63132, -3.21989, -1.96162)  0.51
H (-2.77896, -6.25318, 1.02966)  0.54
H (-3.69854, 4.35851, -0.58450)  0.50
N (-2.19527, -2.56784, -0.04034)  0.75
C (5.90299, 1.35540, 2.18397)  -0.73
C (4.48254, -0.82222, 1.14809)  -0.39
C (0.22949, 3.07927, -3.16483)  -0.68
C (-2.10653, -4.57059, 3.07039)  -0.96
H (-0.74811, -3.43950, -5.03241)  0.48
C (1.61181, 1.52681, -4.37362)  -0.90
H (-3.14537, 2.14392, -1.51799)  0.46
C (0.06232, -4.52910, -3.37087)  -0.65
C (1.92580, 2.34738, 0.50869)  0.40
C (-0.36884, -2.16246, -3.35527)  -0.61
N (-3.49214, -0.45330, -1.68439)  -0.34
C (-2.88089, 3.90599, 1.34394)  -0.87
H (-3.03094, -5.54388, -1.34805)  0.49
C (-2.03559, -2.94066, 1.26305)  -0.32
C (-2.75047, -4.83961, -0.57787)  -1.15
N (-1.62737, -0.65380, 1.60058)  0.75
C (-1.80195, 3.11550, 3.44821)  -0.80
C (-2.53558, -3.50446, -0.91798)  -0.14
P (2.09152, 0.63792, 1.08067)  0.63
C (0.11946, -2.07041, -2.05010)  0.87
N (-2.38409, 1.38517, 0.23662)  0.18
H (1.31875, 3.57313, -4.94510)  0.46
H (7.62079, 0.07453, 2.02797)  0.43
C (0.90119, 4.51083, 0.72933)  -0.38
C (-3.22189, 3.62126, 0.04609)  -1.09
C (-1.15503, 2.10445, 4.10624)  -1.49
H (-1.75230, -3.79090, 5.01229)  0.46
H (2.43733, -0.40727, -1.06417)  1.04
H (-0.73854, 2.30436, -1.41739)  -0.23
H (-4.07358, -0.28066, -2.49427)  0.32
H (3.94200, -1.68135, 0.77565)  0.36
C (-2.93628, 2.35692, -0.47745)  0.02
H (3.55890, 2.21079, -0.90401)  0.53
H (-2.87908, -1.25720, -1.84502)  -0.14
H (-0.17183, 4.07622, -3.03636)  0.55
C (-1.52762, 0.55466, 2.28247)  0.83
C (1.78493, 5.01599, -0.21493)  -0.74
C (1.68506, -0.53623, -0.28377)  -1.60
H (-4.68728, -1.47690, -0.35409)  0.29
C (-0.09975, 2.08125, -2.26034)  -0.07
H (-4.73728, 0.16281, -0.23390)  0.29
C (-2.05815, 1.64662, 1.53391)  0.03
H (6.46058, 2.18210, 2.60217)  0.44
C (-1.65627, -2.23923, 3.53629)  -0.86
C (-1.00607, 0.82675, 3.53517)  -0.45
H (0.05771, -5.47918, -3.88839)  0.48
H (1.75588, 6.06657, -0.47246)  0.47
H (2.27697, 1.31297, -5.19969)  0.49
C (5.84270, -0.91604, 1.33514)  -0.72
N (-4.13233, -0.62742, -0.43127)  -0.24
C (2.72807, 4.18330, -0.80607)  -0.89
H (3.41983, 4.58111, -1.53743)  0.50
C (6.55706, 0.16871, 1.85359)  -0.47
C (0.41352, 0.79485, -2.41488)  0.46
Mn (-2.12722, -0.53748, -0.22643)  -0.14
C (0.97644, 3.17689, 1.09991)  -0.26
C (-2.60680, -5.22681, 0.73013)  -0.69
H (1.72106, -0.45891, -3.59053)  0.54
C (0.54107, -3.23311, -1.40185)  -0.85
C (1.29006, 0.52745, -3.47015)  -0.86
H (0.17736, 5.16186, 1.20243)  0.56
C (-1.82804, -3.56657, 3.95694)  -1.05
C (0.52241, -4.45095, -2.06246)  -0.85
H (-2.26118, -5.58662, 3.40829)  0.49
C (4.54350, 1.46508, 1.99501)  -0.51
C (-1.72326, -1.90313, 2.19246)  0.42
C (3.82589, 0.39472, 1.41750)  0.78
H (-0.71275, -1.27109, -3.86804)  0.52
C (2.81146, 2.84948, -0.44867)  -0.33
C (-2.25602, 2.91139, 2.12448)  1.07
H (-3.08644, 4.87741, 1.77646)  0.56
H (-0.75948, 2.28261, 5.09740)  0.43
H (-1.51142, -1.49225, 4.29762)  0.64
H (0.32349, 2.78294, 1.86847)  0.39
H (1.79513, -1.53436, 0.13860)  0.63
H (6.35567, -1.83572, 1.08899)  0.45
C (-2.23799, -4.26980, 1.69597)  0.84
H (4.03302, 2.38047, 2.26687)  0.47
C (-0.38918, -3.38519, -4.01290)  -0.86
P (0.04507, -0.47334, -1.16098)  2.52
H (0.86601, -3.20594, -0.36823)  0.25
H (-1.95340, 4.07933, 3.91695)  0.51
C (1.07365, 2.80011, -4.22890)  -0.76
H (0.86692, -5.34078, -1.55165)  0.50
H (-0.45696, 0.07952, 4.08690)  0.50

=====

No. 5
ORCA calculation (the ωB97M-V functional and the def2-TZVPD basis) on a cluster of 2 separate species, C8H10BrN3O2 in total.

The calculation puts the LUMO energy (spin up / spin down) at -0.051 / -2.307 eV. The spin multiplicity is 3.

Each line ends with the Mulliken charge.
Geometry (Å):
C (-4.20162, 0.39904, 0.28364)  0.35
H (-2.84868, 1.63986, -2.02723)  0.20
C (-1.55160, 0.50766, -0.77194)  0.19
Br (1.96287, -1.28502, -0.09376)  -0.14
O (-5.72271, -1.38260, 0.36612)  -0.56
H (-2.74554, -0.15997, -2.45645)  0.37
N (-0.44446, 0.33014, -1.36888)  -0.28
C (-2.79408, 0.53534, -1.66556)  -0.18
O (-5.61925, -0.02663, 2.03621)  -0.58
H (0.70151, 0.43961, -3.10117)  0.24
H (-0.19168, -4.51026, 0.52546)  0.29
H (-4.93363, 0.10932, -1.72280)  0.35
C (0.48322, -2.54445, -0.14309)  -0.23
N (-5.28640, -0.38240, 0.91590)  0.91
H (-1.03394, 0.88919, 1.33763)  0.50
C (-4.05363, 0.32052, -1.05580)  -0.86
N (-0.18566, 0.07782, -2.66200)  -0.42
C (-1.78039, 0.68545, 0.60159)  -0.29
C (-3.10735, 0.80784, 1.10420)  -0.50
H (1.18981, -3.69708, 1.41266)  0.21
H (-0.95279, -0.16995, -3.29744)  0.18
H (-3.18776, 1.14348, 2.15888)  0.39
H (-0.24177, -2.25384, -0.85969)  0.40
C (0.44970, -3.66145, 0.60738)  -0.54

=====

No. 6
ORCA calculation (the ωB97M-V functional and the def2-TZVPD basis) on an isolated molecule of C3H5NO2.

The calculation puts the LUMO energy at 0.913 eV. As for the structure (SMILES): [H]/N=C(\O)[C@@H]1CO1. As for the relative energy (zero: lowest compared OMol25 entry of this formula, charge and spin): 195.00 kJ/mol.

Each line ends with the Mulliken charge.
Geometry (Å):
C (-0.12216, 0.46396, 0.62859)  0.21
O (0.00471, 1.59297, -0.22990)  -0.49
H (-1.36244, 0.23466, -1.15347)  0.22
H (1.51234, 0.51874, -0.91489)  0.38
C (0.65638, -0.73548, 0.16803)  0.27
N (0.30711, -1.88469, 0.55864)  -0.65
H (0.84673, -2.61567, 0.09830)  0.27
H (-0.14341, 0.69105, 1.69143)  0.36
H (-2.10187, 1.33083, 0.13567)  0.26
O (1.61894, -0.43472, -0.72535)  -0.50
C (-1.21635, 0.83834, -0.25704)  -0.31